DFT (wB97M-V/def2-TZVPD) results for a molecular structure, C16H31CrNP2S.

XYZ file:
```
52
C16H31CrNP2S wB97M-V/def2-TZVPD
H 1.636 4.231 0.188
H 2.334 -3.584 -2.720
C 3.129 1.806 1.074
C 1.022 -1.508 0.200
H 3.215 -4.636 0.461
H 0.110 -1.936 0.672
H -4.041 1.190 -1.718
C 2.199 -4.204 0.475
H -4.124 1.484 1.141
C 4.810 -2.022 -0.273
C 0.917 3.398 0.146
C -3.586 -0.536 0.391
H -0.630 0.967 1.866
H -1.677 -1.989 -2.147
H 1.610 -1.940 -2.687
H 0.689 1.750 3.585
C -2.193 1.619 0.218
H -1.419 2.521 -1.546
H -1.969 -2.029 0.230
H -3.555 -0.641 -3.189
C -3.227 0.848 1.016
H -1.977 -0.025 -3.557
C 1.649 -2.916 -2.189
P 2.122 -2.702 -0.498
H -3.095 1.952 -3.009
H 1.910 -3.975 1.517
C -1.970 1.641 -1.195
P 1.416 2.184 1.384
H 3.276 1.190 0.183
C -3.040 1.221 -2.183
N 3.614 -1.959 -0.489
C 0.328 0.729 1.326
H -0.045 3.209 2.892
C -2.679 -0.168 -2.727
H -1.871 2.532 0.751
C -2.382 -1.144 -0.305
H -3.911 -1.218 1.198
H 3.591 1.275 1.907
S 6.350 -1.934 -0.050
H 0.786 0.008 2.057
H 3.698 2.726 0.926
H 1.646 3.288 3.515
H 0.643 -3.343 -2.182
H 1.474 -4.925 0.062
H 1.659 -1.186 1.043
Cr -0.825 0.127 -0.393
H -4.465 -0.409 -0.253
H 0.910 2.974 -0.872
H -2.871 0.646 2.047
C -2.003 -1.033 -1.690
H -0.086 3.775 0.382
C 0.898 2.669 3.018
```

Results
DFT total energy: -2808.0569 Ha
LUMO (alpha / beta): 0.04 / 0.01 eV
total charge: 0
spin multiplicity: 5
energy relative to the best compared isomer or geometry (same formula, charge and spin): 477.8 kJ/mol


DFT (wB97M-V/def2-TZVPD) results for a molecular structure, C16H31EuNP2S.

XYZ file:
```
52
C16H31EuNP2S wB97M-V/def2-TZVPD
H 2.743 -1.469 -1.746
C -1.886 2.663 -2.776
C -0.030 -1.025 1.249
C 2.025 -7.912 -0.624
C -0.156 -2.171 -1.628
H -0.861 3.022 -2.930
H 0.067 -0.041 -1.255
H 3.252 -2.011 0.439
C -1.039 -2.508 -0.654
H -1.376 2.958 3.004
H 3.704 -5.161 0.424
C -0.320 3.215 2.859
H 2.700 -5.843 1.717
H 2.363 0.134 -1.035
H -4.093 0.947 -1.623
C 2.241 -1.607 0.275
C 2.070 -0.930 -1.053
C 2.935 -4.910 1.185
C 1.830 3.599 1.144
C -0.744 4.271 0.290
C -2.121 3.854 -0.241
P -2.091 2.143 -1.020
H 2.213 3.627 0.117
H 0.019 -0.015 0.800
H 0.293 2.584 3.514
H -4.449 2.700 -1.494
H 2.480 2.955 1.748
P 0.158 2.843 1.118
H -4.244 1.702 -0.015
H 1.597 -2.200 2.213
C -1.225 -1.818 0.668
H -0.838 5.082 1.029
H 3.163 -4.026 1.771
H 1.821 4.613 1.565
H -2.050 1.781 -3.408
H -2.602 3.450 -3.049
H -0.154 4.273 3.105
H -0.299 -0.876 2.306
H 0.804 -0.676 -2.723
H -1.530 -2.613 1.383
H -2.862 3.813 0.573
S 1.013 -6.731 -1.232
H -2.038 -1.069 0.623
H -0.092 4.616 -0.529
H -2.477 4.565 -1.005
C 0.651 -0.895 -1.654
Eu 1.094 -4.133 -0.092
H -0.126 -2.783 -2.566
H -1.699 -3.397 -0.797
N 2.753 -8.748 -0.188
C -3.904 1.859 -1.045
C 1.314 -1.703 1.262
```

Results
DFT total energy: -2474.0723 Ha
LUMO (alpha / beta): -0.36 / -0.30 eV
total charge: 0
spin multiplicity: 8
energy relative to the best compared isomer or geometry (same formula, charge and spin): 115.4 kJ/mol